Entry from the OMol25 dataset: a 2-piece molecular cluster, C25H51BFN2O5 overall (wB97M-V/def2-TZVPD).

```
85
Properties=species:S:1:pos:R:3:forces:R:3
C 3.071657 1.068932 -6.173163 0.06 -0.08 -0.11
C -0.946906 -1.123479 4.309013 0.07 -0.07 0.00
H 4.012615 1.743918 -4.379969 -0.06 -0.07 0.11
H -3.868433 0.562763 4.234117 -0.02 -0.03 -0.01
H 4.598739 -0.699602 -0.179451 -0.02 -0.01 -0.02
H -1.655719 1.159538 7.759225 0.01 0.01 -0.01
H -3.181176 -2.624712 4.447840 0.02 0.00 0.00
H -0.634147 -2.002248 3.748561 -0.01 -0.01 0.00
H -3.312743 1.542109 6.193416 -0.04 -0.03 -0.02
C 1.263789 -1.692277 -0.017886 0.12 -0.05 -0.21
C 3.849662 0.072695 -7.032387 -0.02 0.01 -0.02
H 0.157855 0.693251 4.811105 -0.03 -0.01 0.02
N -1.408101 -0.628361 -6.002955 0.30 0.74 0.32
O 0.471004 -0.253041 -1.842804 -0.04 0.05 0.05
H 0.885175 -0.281624 3.557188 -0.01 -0.01 -0.02
C -5.614285 -1.571790 3.536945 0.03 0.01 -0.03
H 3.918447 -0.394687 -3.079557 0.05 0.02 -0.07
H 3.508101 -0.950608 -6.863865 0.06 0.05 0.02
H -2.242345 -0.108200 -6.237128 -0.15 -0.37 -0.16
C 3.718198 -1.323230 -0.269146 0.42 -0.12 -0.14
C -0.865895 0.860333 2.886055 0.06 0.02 0.06
C 1.849605 3.467437 -2.452237 -0.11 0.37 -0.14
H 2.173719 1.013286 -2.820421 -0.07 -0.07 -0.09
C -2.077484 -0.008217 2.572929 0.14 0.07 0.04
C -3.054839 -2.097989 3.500607 -0.02 0.01 -0.03
H -0.979776 -1.389643 5.360054 -0.02 0.03 0.01
H -2.347642 -2.661580 2.893554 0.00 0.01 -0.01
H 2.570324 4.906649 -0.513603 -0.19 -0.25 0.08
C 3.958120 -0.345745 -4.173907 -0.07 0.02 0.15
H -1.839624 1.646452 5.295153 -0.01 0.01 -0.01
H 3.865020 -2.327836 -0.652582 -0.02 0.01 0.01
O 0.794331 0.791441 -4.353173 0.10 -0.06 -0.11
H -0.284302 1.046342 1.985899 -0.02 -0.03 -0.02
H -0.222826 -0.145731 0.051071 0.08 0.17 -0.22
C 1.810364 2.859629 -3.851050 -0.18 -0.04 -0.02
C -3.169973 -0.012389 4.836573 -0.01 0.10 -0.01
N -2.342852 -0.800473 3.828800 -0.04 -0.08 -0.05
H -1.847724 -0.737619 1.795435 -0.02 0.02 -0.03
C -0.067074 0.072564 3.947007 -0.01 0.05 -0.02
B -1.032398 -0.678648 -4.635554 -0.25 -0.25 -0.17
H -0.734336 0.061671 6.789493 -0.01 -0.01 -0.02
H -4.546321 -3.010502 2.375083 0.04 -0.01 -0.01
C 3.300233 0.955468 -4.647443 0.13 0.03 -0.17
H -2.849005 -0.689707 -3.886797 -0.03 -0.28 -0.05
H 2.544918 3.357128 -4.485742 -0.02 0.01 0.06
H 2.008138 0.946549 -6.391299 0.06 0.03 0.01
H -4.256006 -1.379110 1.857556 0.01 -0.03 -0.02
H -1.170967 1.832346 3.268657 -0.03 0.00 0.00
F 1.270808 -1.302302 -5.154082 -0.06 -0.02 -0.06
O 3.295892 4.294404 -0.682941 0.23 0.26 -0.21
C 0.509670 -0.547198 -4.222493 0.01 -0.21 0.19
H 1.468708 -2.604618 -0.586251 -0.03 0.03 0.04
H 3.698890 0.294153 -8.091042 0.01 0.00 0.04
H -3.495333 -0.538585 7.995932 -0.01 -0.01 -0.01
C -2.483537 0.937652 5.814584 0.07 0.05 0.04
C 2.524413 -0.877891 0.064922 -0.36 0.14 0.26
H -5.671922 -0.496028 3.694501 0.01 -0.01 0.02
H 3.346593 2.078759 -6.491342 -0.11 -0.01 0.02
H 4.924245 0.111237 -6.840711 -0.04 0.01 0.01
H 2.433665 0.146826 0.422753 -0.08 -0.03 0.02
C 0.882070 -1.142020 -2.867010 0.01 -0.16 0.03
H -5.657037 -2.064369 4.510111 -0.01 -0.01 0.00
C -4.375145 -1.998735 2.748665 -0.11 0.07 0.06
H 1.959241 -1.332301 -2.813108 -0.09 0.07 -0.02
H -2.966079 0.549901 2.293380 -0.03 -0.06 -0.03
H 3.483567 -1.242591 -4.568777 0.06 0.04 -0.01
H -1.950570 -1.131204 8.596201 -0.02 0.01 0.01
H 1.394954 2.800887 -1.713403 0.03 0.00 -0.03
O -1.943000 -0.874639 -3.621194 0.08 0.46 0.10
H 0.943466 -2.023700 0.979849 -0.01 0.07 -0.02
H -0.665070 -0.400898 -6.649435 -0.04 -0.08 -0.04
C 3.238408 3.838471 -1.978344 -0.32 -0.09 0.23
C -2.481753 -0.815791 7.699720 0.02 0.04 0.00
H 0.826915 3.059313 -4.279633 0.04 -0.07 -0.02
C 2.035058 1.337224 -3.858174 0.37 0.30 0.17
H 1.253891 4.390637 -2.436616 0.05 -0.05 0.06
C -1.758053 0.350283 7.034742 -0.02 -0.06 -0.01
H -6.510269 -1.856820 2.988379 0.00 0.00 0.00
H -0.742676 -1.572860 -0.841113 0.08 -0.02 -0.01
H -2.553113 -1.691849 7.048997 0.00 -0.01 0.01
H -3.750437 -0.746244 5.390331 0.04 -0.02 0.02
H 0.367828 -2.106434 -2.770063 0.00 0.06 -0.02
H 5.015404 -0.356085 -4.442285 -0.07 -0.06 -0.10
C 0.117832 -0.909457 -0.658271 -0.25 -0.27 0.33
O 4.235365 3.721422 -2.615995 0.28 -0.22 -0.06
```
Positions in Å, forces in eV/Å.

Values from the calculation:
Charge: +1
HOMO energy, eV: -11.64
Strongest force on any atom, Eh/bohr: 0.017
Frontier orbital gap, eV: 9.35
LUMO energy, eV: -2.30
Energy, eV: -43359.843

---

Entry from the OMol25 dataset: an isolated ion of composition C25H51FNO7P2S and charge +1 (wB97M-V/def2-TZVPD).

```
88
Properties=species:S:1:pos:R:3:forces:R:3
H -4.664994 -0.275537 1.954562 -0.09 0.04 0.02
H 8.458342 2.979468 3.163652 0.01 -0.01 -0.01
O -9.286064 0.643697 2.092063 -0.02 -0.07 0.01
H 5.887226 -3.785630 -1.177683 0.11 -0.11 0.08
O -3.390390 3.414556 -0.056261 -0.11 -0.26 -0.19
C 5.448975 -1.886922 -0.352955 0.00 0.01 -0.13
H 3.805100 -2.738953 1.751572 0.05 -0.04 0.03
H -4.113498 4.004922 -0.297992 0.01 0.15 0.08
H 9.243771 3.821374 1.836389 0.01 -0.01 0.00
H -2.031483 -2.787672 -0.618391 0.03 -0.09 -0.01
P -3.607485 2.185720 0.971050 0.04 0.12 0.26
C 4.137470 0.995939 -2.334512 -0.17 0.05 0.01
C -7.391163 0.408939 0.243898 -0.27 0.07 0.13
H -8.534551 2.298732 0.626695 0.09 -0.09 0.20
H 4.817683 2.883741 0.430747 0.02 0.02 0.01
H -3.532290 -0.731078 -0.465352 0.08 0.02 0.04
H 2.834777 -4.180558 1.764707 -0.02 0.02 0.01
H 6.885645 2.447869 -1.749845 -0.04 0.09 -0.10
O -4.120755 2.899133 2.355757 -0.20 0.20 -0.37
H 4.086493 3.147741 -2.156768 -0.03 0.01 0.01
H -5.533858 0.163103 -0.826382 -0.14 0.04 -0.08
H 6.318836 4.146021 1.691353 -0.10 -0.12 0.03
C 3.768760 -0.266494 -1.528146 0.09 -0.01 -0.09
H 8.179792 4.691522 2.934446 0.04 0.03 -0.05
C 7.119584 3.430550 1.489720 0.16 0.11 -0.03
H -5.790961 -1.486198 1.418100 0.04 -0.03 0.00
C 0.732085 -3.229651 0.688991 0.04 0.04 -0.01
H -0.116550 -1.529939 -0.296771 -0.06 0.12 0.05
H 3.460886 1.092404 -3.187141 0.09 -0.04 -0.07
O -8.798255 1.312862 -2.728432 0.05 0.02 0.00
O -6.575032 -0.010116 -2.827371 -0.17 -0.06 0.09
H -9.135244 -0.699708 -0.475326 -0.03 0.09 -0.05
H 0.483795 -4.058046 0.018479 0.05 -0.03 0.01
F -6.997183 0.571143 2.798371 -0.02 0.02 0.02
C 2.135533 -2.702920 0.366082 0.10 -0.08 -0.05
C 7.498101 3.520571 0.010385 -0.07 0.14 0.01
C -2.859154 -1.947527 1.187790 -0.06 -0.10 0.00
H 2.169466 -1.630854 0.572990 0.02 0.01 0.07
N -6.408633 2.510269 0.554798 0.01 0.16 0.04
P -8.137178 0.028337 -2.476120 0.02 -0.04 0.09
C 4.751905 -1.449276 -1.660417 0.09 0.15 0.03
H -6.386865 0.322469 -3.712988 0.12 0.05 -0.16
C -5.837476 0.321203 0.215492 0.10 -0.05 0.10
H 4.254015 -2.309872 -2.113436 -0.06 -0.01 0.06
H 5.530286 -1.153842 -2.367636 -0.02 -0.14 -0.09
H 3.085416 2.306324 -0.992181 -0.02 -0.05 -0.03
H -2.414164 -1.111357 1.736071 -0.02 0.04 -0.04
H 2.298420 -2.809291 -0.709742 -0.04 0.17 -0.03
H -3.494494 3.552566 2.690393 0.16 -0.09 0.26
H 6.358795 -3.661879 0.491420 -0.08 0.12 0.14
H -7.601626 -1.497606 -0.736068 -0.06 -0.02 0.04
H 0.719893 -3.644166 1.701299 -0.08 0.02 0.01
C 4.271612 -4.167707 0.184676 0.08 0.02 0.06
C -5.084646 -0.741379 1.057246 0.11 0.01 -0.08
H 8.410301 2.941330 -0.151519 -0.06 -0.10 0.03
C -5.413149 1.706736 0.567434 0.05 -0.19 -0.06
H 4.946697 -1.433465 0.504769 -0.05 -0.10 0.05
H -3.327444 -2.584963 1.943454 0.02 0.02 0.02
H -0.298789 -1.512937 1.457952 0.08 0.08 -0.05
H 4.574024 -5.085704 0.692684 0.08 -0.03 -0.10
H 5.479806 1.368267 -0.175347 -0.04 0.05 0.23
C 5.185624 2.382752 -0.464962 -0.04 0.00 -0.17
H -1.755736 -3.764355 0.801621 -0.02 0.00 0.02
C 6.415487 3.108931 -1.015941 0.14 -0.19 -0.05
H 3.751689 -4.496913 -0.719471 -0.09 0.06 0.02
H 6.089332 3.983867 -1.583408 -0.07 0.06 0.12
H 6.730894 2.437867 1.720130 -0.02 0.00 -0.01
H -6.345913 3.484091 0.835994 0.02 -0.02 0.00
C 8.315436 3.748574 2.404562 -0.07 -0.01 0.07
C 5.557855 -3.406245 -0.205052 -0.08 0.03 -0.21
H -9.486801 -0.949379 -3.814239 -0.18 -0.05 -0.09
H 2.773007 -0.591390 -1.836797 -0.04 0.01 0.08
H 7.778608 4.559784 -0.183667 0.10 -0.03 -0.04
C -8.094773 -0.522791 -0.758829 0.19 -0.10 0.03
C -1.765873 -2.734248 0.440955 0.03 0.09 0.08
C 4.054609 2.273897 -1.499739 0.12 0.00 0.05
C -7.674980 1.917206 0.082506 0.04 0.05 -0.25
C -3.957845 -1.420433 0.272892 -0.06 -0.05 0.05
O -8.778777 -1.216206 -3.215940 0.17 0.08 0.05
C -0.347581 -2.152192 0.572498 -0.04 -0.22 -0.07
H 6.464555 -1.483833 -0.340912 -0.02 0.06 0.03
H -4.376431 -2.259876 -0.290580 -0.01 0.08 -0.11
H 5.144518 0.898929 -2.749247 0.02 0.02 0.02
C 3.277267 -3.436028 1.098346 -0.09 -0.15 0.01
O -8.001358 -1.485063 2.032820 -0.01 0.06 0.03
S -8.088941 -0.081036 1.865518 0.06 -0.01 -0.10
H -7.815248 2.189793 -0.966170 0.02 -0.05 -0.01
H 3.681257 0.008034 -0.473592 0.00 -0.02 0.01
```
Positions in Å, forces in eV/Å.

Values from the calculation:
Charge: +1
HOMO energy, eV: -11.84
Strongest force on any atom, Eh/bohr: 0.009
Frontier orbital gap, eV: 7.44
LUMO energy, eV: -4.40
Energy, eV: -74702.361

---

Entry from the OMol25 dataset: a 4-piece molecular cluster, C25H51NO14P overall (wB97M-V/def2-TZVPD).

```
92
Properties=species:S:1:pos:R:3:forces:R:3
H -6.134936 1.806816 -10.572658 -0.14 -0.03 -0.12
H -0.371657 -1.335860 -4.391026 0.07 0.03 0.11
O 7.429199 0.342115 8.445919 -0.14 -0.43 -0.12
C 7.892411 0.287052 7.105058 -0.25 0.34 0.22
H -5.075584 -1.012553 -4.351042 -0.01 0.10 0.07
H 8.189878 -1.533899 8.912186 0.11 0.01 -0.02
O 4.417646 1.198792 7.896827 0.02 0.02 -0.48
H 3.232616 -0.443137 8.096943 -0.12 -0.22 -0.15
H 0.255788 0.944512 -3.583061 0.00 0.02 0.02
H 3.227839 -2.754970 4.589580 -0.71 -0.19 -1.02
C 1.231338 -2.285849 3.625551 0.79 -1.10 -1.58
C -7.665207 2.438543 -6.071780 -0.14 0.06 0.12
H 8.400862 -0.662122 6.903337 0.01 -0.02 0.01
H 0.901824 -1.612767 4.446520 0.21 -0.65 -0.77
H 2.657102 -4.622556 0.750697 -0.25 0.74 1.03
H -2.010768 3.278720 -2.419372 -0.04 -0.03 -0.12
H -5.655234 -1.673028 -2.801149 -0.06 -0.16 -0.05
H -6.511859 5.309913 -7.251578 -0.13 -0.05 -0.04
O -5.364973 1.977155 -5.457769 -0.03 0.38 0.10
C 2.215267 -3.963481 1.543454 -1.99 0.88 0.23
H -5.532216 4.198934 -9.126751 -0.14 0.22 -0.02
H -0.392583 2.582309 -2.265588 0.08 0.05 -0.07
C 5.070736 -1.003843 7.132888 -0.13 -0.03 0.01
C -3.242119 -1.189757 -1.632452 -0.09 0.51 -0.13
H -1.440089 -1.003087 -0.521744 -0.02 -0.12 -0.03
C -1.004270 -1.827837 2.367104 0.13 -0.37 -0.26
H 7.610462 -0.553678 10.264522 0.02 0.12 -0.04
H -1.796336 0.428896 -1.461820 -0.21 0.02 -0.15
C 0.386044 -2.529652 2.437163 2.39 0.14 0.54
C 8.144395 -0.515814 9.315178 -0.10 0.20 0.02
O -7.594521 3.806254 -6.465596 0.13 -0.11 -0.03
C -6.324942 3.666016 -8.586582 0.35 -0.14 0.24
H -8.678461 2.304284 -5.682079 0.04 0.12 0.05
O 6.856186 -2.979108 2.034596 -2.71 -0.37 0.44
C 3.703216 2.330994 7.432729 0.11 -0.16 0.19
H -3.213371 -2.280553 -1.724450 0.01 -0.02 -0.03
H 3.400801 0.145462 6.419361 0.01 0.04 -0.06
H -0.865151 3.441038 -3.770808 0.14 0.10 0.08
C 4.324791 -4.347770 2.695828 -0.08 0.69 -0.06
H -6.960753 1.060930 -4.580179 -0.25 0.05 0.14
H -6.771751 2.782356 -4.150774 0.02 0.03 0.00
O -0.904949 -1.170715 -2.455123 -0.04 0.08 0.14
C -6.581062 1.549317 -9.607585 0.19 0.04 0.17
H 4.626030 -1.977858 6.898110 -0.04 0.02 -0.05
O -1.958852 -2.537350 2.291273 0.13 0.39 0.06
H 0.299105 -3.615934 0.453396 0.60 0.23 0.90
O -5.973399 2.288687 -8.567602 -0.37 -0.08 0.03
H -0.211001 -0.068894 2.253167 -0.58 -0.10 0.19
P 5.362147 -3.328136 1.453264 0.70 0.05 -2.41
H -7.578199 1.777547 -6.934550 0.25 -0.04 0.05
C -4.771730 -1.483912 -3.416831 0.05 0.22 0.07
H 5.668315 -1.150476 8.032506 -0.06 0.24 0.08
C -1.067863 -0.730956 -3.804273 0.06 -0.02 -0.16
H -4.659628 3.393311 -4.112351 -0.03 -0.01 0.07
C -6.429842 4.222335 -7.174783 -0.05 0.05 -0.02
H -7.662662 1.722341 -9.632140 0.01 0.05 -0.10
C -1.209603 2.782705 -2.968291 -0.23 -0.10 -0.13
O -1.726052 1.579394 -3.501164 0.42 -0.09 0.49
H -3.820123 -0.922347 -0.740065 0.12 -0.17 0.20
O 5.892497 -0.691426 6.016699 -0.02 -0.06 -0.14
H -5.527653 4.018006 -6.594965 0.02 -0.19 -0.15
H -6.414662 0.490215 -9.409138 0.10 0.06 0.00
H 4.767369 -4.371616 3.720997 -0.68 -0.04 -0.75
H -7.277190 3.821072 -9.104641 -0.01 -0.02 0.01
H 6.157476 1.350454 6.343096 0.06 -0.07 0.22
C -1.822599 -0.661008 -1.489734 0.03 -0.13 -0.03
H -0.663942 0.922312 -5.112980 0.22 -0.14 -0.02
H 4.166630 -5.374969 2.268218 0.69 1.05 0.49
H -4.314797 1.678058 -3.701973 0.14 0.10 0.10
O -3.887624 -0.598689 -2.750330 0.23 -0.31 -0.13
C -6.695749 2.053630 -4.964380 0.19 -0.20 -0.45
C 0.894229 -3.398640 1.369944 1.01 0.60 1.98
H -2.068694 -0.965432 -4.169901 -0.02 0.22 0.06
H 9.153401 -0.132107 9.487565 0.09 -0.15 0.03
O 4.602853 -1.864247 1.209648 0.63 -1.77 0.95
C 6.741246 0.454796 6.126513 0.19 0.11 -0.06
O 5.364134 -4.127694 0.200683 -0.04 0.80 1.42
C -4.398795 2.405455 -4.511977 -0.28 -0.13 -0.19
H 6.813233 -2.867034 3.007845 0.41 0.19 -0.48
H 4.249315 3.220867 7.740986 -0.02 -0.06 0.09
H -3.442138 2.488130 -5.022892 -0.06 -0.14 -0.02
N 2.958179 -3.709327 2.678932 -0.45 -0.04 0.34
H 3.641863 2.329377 6.338498 -0.09 0.01 0.00
H 8.604224 1.110244 6.968950 0.08 -0.10 -0.26
H 2.700426 2.351893 7.867914 -0.09 0.10 -0.11
C 2.537571 -2.901486 3.721709 -1.90 0.21 -1.25
C 3.931497 -0.021129 7.364580 0.33 0.10 0.50
O -1.093490 -0.462956 2.418502 1.15 -1.26 -0.17
C -0.719221 0.730328 -4.034404 -0.44 -0.06 -0.10
H 3.908326 -1.974098 0.529109 0.60 0.06 0.19
H -4.268458 -2.426706 -3.657164 -0.07 -0.05 0.05
H 7.168293 0.594891 5.129954 0.00 -0.14 0.02
```
Positions in Å, forces in eV/Å.

Values from the calculation:
Charge: +1
HOMO energy, eV: -10.01
Strongest force on any atom, Eh/bohr: 0.054
Frontier orbital gap, eV: 4.78
LUMO energy, eV: -5.23
Energy, eV: -66185.053
ΔE to the lowest compared entry with this formula, charge and spin, kcal per mole: 41.4